Entry 1:
DFT (the ωB97M-V functional and the def2-TZVPD basis) results for a 4-piece molecular cluster, C2H12O3S2 overall at a distorted geometry.

Values from the calculation:
Charge ... 0
ΔE to the lowest compared entry with this formula, charge and spin ... 33.1 kcal per mole
Kohn-Sham gap ... 8.890 eV
SMILES ... CCSS.O.O.O
Largest force on an atom ... 3.0 eV/Å
E_tot ... -30080.796 eV

The geometry in XYZ format:
```
19
Properties=species:S:1:pos:R:3:mulliken_charge:R:1
C 0.602 0.366 -1.866 -0.92
C 1.792 -0.212 -1.095 -0.51
S 1.993 0.313 0.704 -0.08
S 0.043 0.170 1.311 -0.24
H -0.098 -0.450 -2.087 0.15
H 0.265 1.258 -1.426 0.49
H 1.110 0.509 -2.795 0.34
H 1.806 -1.317 -1.126 0.30
H 2.805 0.060 -1.552 0.36
H 0.036 1.269 2.094 0.20
O -2.621 -0.384 -0.228 -0.58
H -3.435 -0.147 0.174 0.27
H -2.491 -1.361 -0.020 0.31
O -1.682 2.092 -0.933 -0.64
H -1.098 1.551 -0.412 0.19
H -2.400 1.490 -1.080 0.37
O -1.005 -2.536 0.351 -0.62
H -0.767 -2.519 -0.546 0.32
H -0.210 -2.368 0.780 0.28
```

Entry 2:
DFT (the ωB97M-V functional and the def2-TZVPD basis) results for one molecule with the formula C11H24BNO8P2.

Values from the calculation:
Charge ... 0
Kohn-Sham gap ... 8.849 eV
SMILES ... CCO[C@@]1(B(O)OC)[C@@H](COO)C(=O)N[C@@]1(P(O)O)P(C)CC
Largest force on an atom ... 0.8 eV/Å
E_tot ... -48919.960 eV

The geometry in XYZ format:
```
47
Properties=species:S:1:pos:R:3:mulliken_charge:R:1
C -1.321 -1.061 3.002 -1.60
C -1.026 0.073 2.023 0.51
O -0.642 -0.504 0.786 -0.19
C -0.470 0.321 -0.364 -0.12
B -0.608 -0.676 -1.608 1.14
O -0.034 -0.371 -2.810 -0.61
O -1.425 -1.787 -1.473 -0.61
C -0.781 -3.051 -1.333 -0.67
C -1.611 1.363 -0.568 -0.26
C -3.038 0.922 -0.256 -1.57
O -3.968 1.394 -1.210 -0.35
O -3.778 0.639 -2.415 -0.33
C -1.123 2.616 0.154 0.07
O -1.783 3.574 0.436 -0.61
N 0.254 2.467 0.443 -0.46
C 0.744 1.296 -0.318 1.42
P 1.114 2.086 -2.058 0.02
O 1.953 3.388 -1.564 -0.53
O 2.366 1.094 -2.499 -0.44
P 2.425 0.775 0.314 -0.06
C 2.253 0.518 2.132 -1.16
C 2.635 -0.930 -0.388 -0.04
C 2.445 -2.102 0.581 -1.29
H -2.098 -0.757 3.703 0.41
H -1.711 -1.910 2.434 0.29
H -0.427 -1.382 3.536 0.34
H -0.240 0.701 2.441 -0.05
H -1.919 0.697 1.916 0.06
H 0.154 -1.146 -3.351 0.26
H -0.389 -3.413 -2.290 0.31
H -1.522 -3.771 -0.982 0.27
H 0.015 -3.005 -0.586 0.12
H -1.618 1.590 -1.643 0.83
H -3.394 1.326 0.695 0.40
H -3.088 -0.173 -0.192 0.48
H -3.902 -0.283 -2.135 0.34
H 0.422 2.438 1.439 0.36
H 2.550 3.164 -0.827 0.39
H 2.957 1.577 -3.091 0.31
H 1.753 1.390 2.561 0.42
H 3.267 0.528 2.538 0.45
H 1.730 -0.389 2.429 0.16
H 3.669 -0.928 -0.745 0.63
H 2.011 -1.032 -1.274 0.01
H 2.368 -3.034 0.009 0.41
H 3.306 -2.215 1.240 0.37
H 1.527 -2.016 1.164 0.16
```